[1]
{
  "formula": "C15H32EuN6O7",
  "method": "ωB97M-V/def2-TZVPD",
  "total_charge": 1,
  "spin_multiplicity": 7,
  "homo_lumo_gap_ev": [7.640, 7.395],
  "lumo_energy_ev": [-3.903, -4.760],
  "elements": ["O", "H", "Eu", "N", "N", "N", "N", "O", "O", "O", "O", "C", "C", "C", "C", "C", "H", "H", "H", "C", "H", "H", "H", "C", "C", "H", "H", "H", "H", "H", "H", "H", "H", "C", "H", "H", "H", "O", "H", "H", "C", "N", "C", "C", "C", "N", "C", "C", "O", "H", "H", "H", "H", "H", "H", "H", "H", "H", "H", "H", "H"],
  "coordinates": [[0.7146, -0.7257, -3.6894], [1.3398, -0.1125, -3.9727], [0.0545, -0.3318, -1.5096], [-0.0490, 1.6625, 0.0425], [1.3491, 1.8724, -2.1549], [-2.0188, -0.9901, -0.2384], [-0.9136, -2.5261, -1.9977], [-0.7081, 1.4696, 1.1592], [-2.6463, -0.0910, 0.6141], [-0.4948, -3.1907, -3.1454], [2.0676, 1.9377, -3.2052], [1.3755, 2.9702, -1.3153], [0.6391, 2.8281, -0.0979], [-2.6514, -2.1577, -0.4481], [-2.0363, -3.0061, -1.4516], [0.6780, 3.8659, 0.9673], [1.6441, 3.8737, 1.4885], [-0.1115, 3.7098, 1.7059], [0.5530, 4.8554, 0.5220], [2.2288, 4.1439, -1.6197], [2.5895, 3.9778, -2.6429], [3.0941, 4.1819, -0.9398], [1.6645, 5.0827, -1.5593], [-3.8620, -2.5717, 0.3191], [-2.6633, -4.3354, -1.7367], [-4.1576, -1.8115, 1.0522], [-3.6658, -3.5104, 0.8480], [-4.7056, -2.7477, -0.3561], [-2.1040, -4.7918, -2.5537], [-3.7242, -4.2385, -2.0190], [-2.6064, -4.9873, -0.8488], [-1.8781, 0.5804, 0.8752], [0.0134, -2.5014, -3.6301], [-1.2720, 0.3586, -3.0112], [-1.4492, 1.4395, -2.6054], [-2.2915, -0.1783, -2.6892], [-1.2452, 0.4170, -4.1980], [-4.7555, 0.9005, -0.8999], [-3.9960, 0.7415, -0.2510], [-5.0740, 1.7800, -0.7060], [0.2861, -2.3893, 1.8312], [1.1987, -1.3229, 2.2006], [1.0549, -0.7325, 3.4984], [2.3088, -0.0269, 3.9006], [2.7156, 0.9264, 2.8224], [2.7829, 0.2535, 1.5608], [3.6057, 0.8277, 0.5103], [1.8649, -0.6745, 1.2251], [1.6729, -0.9597, 0.0023], [0.7735, -3.0798, 1.1282], [-0.6245, -1.9869, 1.3534], [0.0167, -2.9207, 2.7533], [0.2183, -0.0268, 3.4944], [0.7907, -1.5238, 4.1890], [3.1001, -0.7553, 4.0546], [2.1634, 0.4988, 4.8441], [3.6875, 1.3646, 3.0132], [2.0014, 1.7571, 2.7680], [4.4119, 1.3907, 0.9970], [4.0301, 0.0337, -0.1180], [3.0147, 1.5031, -0.1297]],
  "atomic_forces_ev_per_a": [[-2.182, -2.063, 2.436], [1.826, 1.916, -1.101], [3.580, -0.854, 2.241], [-0.201, 0.703, 0.567], [0.752, 0.640, -0.529], [-1.977, -1.825, -0.189], [-2.926, -1.516, -0.326], [0.639, 0.340, -0.761], [1.034, -0.470, 0.025], [-0.131, 0.059, 0.837], [-0.893, -0.131, 1.197], [-0.323, -0.964, 0.274], [-0.161, -1.070, -0.349], [1.239, 3.589, 1.808], [2.601, 0.043, -1.103], [-0.184, 0.256, 0.145], [-0.106, -0.072, -0.125], [0.145, -0.066, -0.173], [0.026, -0.044, 0.064], [0.058, -0.134, -0.505], [0.054, 0.393, 0.321], [-0.271, 0.087, -0.130], [0.207, -0.197, 0.054], [-0.245, 0.161, 0.036], [0.219, 0.067, -0.596], [0.188, -0.198, -0.342], [0.025, 0.059, -0.121], [0.084, 0.035, 0.084], [-0.236, -0.148, 0.089], [0.408, 0.012, 0.102], [0.015, 0.323, -0.261], [-0.467, -0.583, -0.170], [0.174, -0.004, 0.133], [-6.276, 2.913, -5.882], [0.993, -1.492, -0.332], [2.347, 0.447, -0.493], [-0.204, -0.078, 2.855], [1.549, -0.614, 0.955], [-1.492, 0.290, -1.145], [-0.170, 0.309, 0.055], [-0.263, -0.087, -0.230], [0.073, -0.173, -0.971], [-0.641, 0.206, 0.595], [0.426, -0.134, 0.671], [-0.015, 0.769, 0.376], [-0.171, -0.408, -0.830], [-0.008, 0.164, -0.307], [0.213, -0.027, -0.053], [0.197, -0.254, 0.357], [-0.164, 0.195, 0.294], [0.277, -0.261, 0.330], [0.031, 0.081, -0.389], [-0.118, 0.041, -0.033], [0.087, -0.120, 0.247], [0.165, -0.128, 0.042], [-0.036, 0.024, -0.042], [0.206, 0.014, 0.181], [-0.043, 0.036, -0.016], [-0.192, -0.182, -0.255], [-0.102, 0.295, 0.208], [0.362, -0.172, 0.180]]
}


[2]
{
  "formula": "C15H32N8O6Ru",
  "method": "ωB97M-V/def2-TZVPD",
  "total_charge": 1,
  "spin_multiplicity": 6,
  "homo_lumo_gap_ev": [5.253, 6.047],
  "lumo_energy_ev": [-4.307, -5.764],
  "elements": ["O", "H", "Ru", "N", "N", "N", "N", "O", "O", "O", "O", "C", "C", "C", "C", "C", "H", "H", "H", "C", "H", "H", "H", "C", "C", "H", "H", "H", "H", "H", "H", "H", "H", "C", "H", "H", "H", "O", "H", "H", "C", "N", "C", "N", "C", "N", "C", "N", "C", "C", "H", "H", "H", "H", "H", "H", "H", "H", "H", "H", "H", "H"],
  "coordinates": [[-3.0412, 3.2543, -1.6917], [-3.3511, 4.1459, -1.8797], [-0.1030, -0.1214, 0.0609], [1.0203, -1.2416, -1.0929], [-1.2872, -0.3314, -1.4621], [1.1554, 0.1157, 1.5597], [-1.0923, 1.0933, 1.2403], [2.2455, -1.6016, -0.7877], [2.3583, -0.5354, 1.6836], [-2.3948, 1.4948, 0.9820], [-2.4598, 0.2344, -1.5178], [-0.9065, -1.2626, -2.4068], [0.4128, -1.7669, -2.2102], [0.7236, 0.7999, 2.6434], [-0.5921, 1.3396, 2.4703], [1.0983, -2.8402, -2.9867], [1.3766, -3.6935, -2.3419], [2.0160, -2.4383, -3.4493], [0.4240, -3.2096, -3.7707], [-1.9033, -1.7298, -3.4075], [-2.3413, -0.8492, -3.9062], [-2.7167, -2.3039, -2.9197], [-1.4118, -2.3847, -4.1436], [1.4950, 0.8077, 3.9046], [-1.4036, 2.0157, 3.5011], [2.5701, 0.6893, 3.7365], [1.1735, -0.0043, 4.5797], [1.3232, 1.7534, 4.4335], [-2.4598, 2.0567, 3.2327], [-1.0333, 3.0364, 3.6292], [-1.3168, 1.5050, 4.4644], [2.4512, -1.0180, 0.7936], [-2.5803, 1.1625, 0.0458], [-1.6186, 3.2697, -1.9505], [-1.3449, 2.3663, -2.4982], [-1.0723, 3.3043, -0.9994], [-1.3681, 4.1394, -2.5536], [1.4764, 1.7683, -1.1142], [2.0306, 2.1408, -0.3764], [2.1288, 1.2757, -1.6255], [-0.1144, -3.2851, 0.9334], [-1.0219, -2.1156, 1.1540], [-1.1664, -1.9094, 2.6235], [-1.6983, -3.1078, 3.2941], [-0.7757, -4.2351, 3.0208], [-0.6324, -4.5014, 1.5690], [-1.9765, -4.7778, 1.0069], [-2.9263, -3.6610, 1.2287], [-2.3685, -2.4513, 0.6050], [-3.0120, -3.4237, 2.6924], [0.8712, -3.0510, 1.3626], [-0.0203, -3.4630, -0.1503], [-1.8558, -1.0692, 2.7957], [-0.1795, -1.6756, 3.0483], [-1.1736, -5.1348, 3.5084], [0.2134, -3.9823, 3.4239], [-1.8749, -4.9391, -0.0745], [-2.3769, -5.6768, 1.4939], [-3.0483, -1.6080, 0.7937], [-2.2762, -2.6179, -0.4794], [-3.4004, -4.3304, 3.1733], [-3.6892, -2.5792, 2.8652]],
  "atomic_forces_ev_per_a": [[0.709, 0.073, -0.241], [-0.186, -0.181, 0.127], [1.242, 1.106, 2.158], [2.384, -1.745, -1.184], [-2.689, 0.440, -1.630], [0.393, -0.243, 0.174], [-1.332, 0.020, -0.831], [-2.284, 0.408, -0.810], [0.164, -0.385, -0.664], [0.114, -0.165, -0.426], [1.856, -1.374, -0.314], [0.066, -0.003, 0.642], [-0.170, 0.243, 0.842], [-0.924, 0.072, -0.108], [0.785, -0.539, -0.107], [-0.189, 0.013, -0.399], [-0.036, 0.492, -0.152], [-0.301, -0.257, 0.200], [0.391, 0.089, 0.186], [0.205, -0.063, -0.405], [0.025, -0.448, 0.133], [0.351, 0.408, -0.172], [-0.365, 0.357, 0.208], [0.109, 0.407, 0.629], [0.024, 0.200, 0.496], [-0.304, 0.016, -0.079], [0.063, 0.169, -0.238], [0.060, -0.239, -0.028], [0.222, 0.008, -0.119], [-0.133, 0.049, 0.110], [0.094, 0.082, -0.063], [0.052, 0.571, 0.866], [0.237, 0.524, 0.995], [-0.701, 0.050, 0.308], [-0.033, 0.073, 0.041], [0.014, -0.006, -0.196], [0.243, -0.012, -0.027], [0.809, 0.363, 1.123], [-0.874, -0.377, -0.918], [0.016, -0.031, -0.201], [-0.129, -0.406, 0.251], [0.003, -0.061, -0.102], [-0.179, -0.407, 0.443], [0.194, 0.100, -0.809], [-0.198, 0.138, -0.218], [-0.419, 0.589, 0.035], [0.055, 0.220, 0.201], [0.760, 0.216, 0.279], [-0.282, -0.444, 0.203], [0.172, -0.044, -0.164], [-0.249, 0.007, -0.187], [-0.031, 0.081, 0.368], [0.209, -0.213, -0.098], [-0.252, -0.051, -0.175], [0.201, 0.222, -0.096], [-0.222, -0.164, 0.004], [-0.060, -0.089, 0.240], [0.095, 0.195, -0.239], [0.214, -0.147, -0.104], [-0.028, 0.043, 0.324], [-0.010, 0.270, -0.123], [0.050, -0.216, 0.043]]
}


[3]
{
  "formula": "C15H32NO",
  "method": "ωB97M-V/def2-TZVPD",
  "e_above_lowest_kj_mol": 155.21,
  "total_charge": 1,
  "spin_multiplicity": 1,
  "homo_lumo_gap_ev": 8.763,
  "lumo_energy_ev": -3.460,
  "elements": ["C", "C", "C", "C", "C", "C", "C", "C", "C", "C", "C", "C", "C", "N", "C", "C", "O", "H", "H", "H", "H", "H", "H", "H", "H", "H", "H", "H", "H", "H", "H", "H", "H", "H", "H", "H", "H", "H", "H", "H", "H", "H", "H", "H", "H", "H", "H", "H", "H"],
  "coordinates": [[-3.5116, 3.6003, -5.3189], [-2.1885, 3.9047, -4.5730], [-1.9164, 2.8654, -3.4830], [-0.9314, 3.3435, -2.3822], [-1.5240, 3.1443, -0.9971], [-0.4984, 3.2992, 0.1486], [-0.4848, 2.1000, 1.1076], [0.6766, 1.1220, 0.8486], [0.2402, -0.3436, 0.8050], [0.1368, -0.9276, 2.2128], [-0.2506, -2.4055, 2.2461], [0.8854, -3.4185, 2.0509], [2.2633, -2.8138, 1.9477], [3.1912, -3.9132, 1.4734], [2.9387, -5.2351, 2.1568], [1.9897, -5.1157, 3.3354], [0.8140, -4.3708, 3.0969], [-3.8972, 2.6338, -5.0153], [-3.3674, 3.5926, -6.3918], [-4.2692, 4.3315, -5.0633], [-2.2200, 4.8986, -4.1478], [-1.3964, 3.8181, -5.3105], [-2.8609, 2.6107, -3.0084], [-1.5430, 1.9557, -3.9409], [-0.0114, 2.7710, -2.4658], [-0.7219, 4.3929, -2.5551], [-2.3420, 3.8419, -0.8374], [-1.9559, 2.1480, -0.9720], [-0.7916, 4.1679, 0.7266], [0.4921, 3.4679, -0.2571], [-0.4162, 2.4575, 2.1305], [-1.4325, 1.5737, 1.0405], [1.3816, 1.2274, 1.6732], [1.2268, 1.4093, -0.0395], [0.8792, -0.9508, 0.1630], [-0.7649, -0.3771, 0.3949], [1.0208, -0.7050, 2.8063], [-0.6689, -0.3826, 2.6976], [-1.0179, -2.5614, 1.4978], [-0.6930, -2.6361, 3.2078], [0.7043, -3.9470, 1.1044], [2.2910, -2.0292, 1.2085], [2.6453, -2.4521, 2.8949], [4.1674, -3.6240, 1.5465], [3.0204, -4.0375, 0.4733], [2.6205, -5.9676, 1.4292], [3.8849, -5.5890, 2.5465], [1.6862, -6.1298, 3.5779], [2.5195, -4.7448, 4.2099]],
  "atomic_forces_ev_per_a": [[0.374, 0.199, 0.413], [-0.508, -1.053, -0.452], [0.207, 0.663, 0.410], [-0.738, -0.390, -0.543], [0.646, -0.017, 0.090], [-0.941, -0.189, 0.178], [0.485, 0.124, -0.054], [-0.063, -0.160, 0.334], [0.024, 0.226, 0.349], [-0.449, 0.006, -0.234], [0.347, 0.295, 0.263], [-0.489, -0.061, -0.387], [0.181, -0.257, 0.154], [-0.132, 0.101, -0.420], [0.395, -0.207, 0.437], [-0.209, -0.149, -0.053], [0.165, -0.030, 0.104], [-0.079, -0.266, -0.075], [-0.118, 0.055, -0.209], [-0.200, 0.147, -0.083], [0.164, 0.281, 0.021], [0.361, 0.470, 0.053], [-0.209, -0.053, 0.105], [-0.014, -0.251, -0.117], [0.303, 0.101, 0.051], [0.335, 0.222, 0.061], [-0.207, 0.044, -0.092], [-0.114, -0.254, 0.093], [0.222, 0.339, 0.040], [0.248, 0.135, -0.008], [-0.008, 0.056, 0.185], [-0.229, -0.095, -0.031], [0.281, 0.043, -0.003], [-0.052, -0.031, -0.353], [0.130, -0.018, -0.147], [-0.106, -0.213, -0.395], [0.251, -0.067, 0.072], [-0.077, 0.109, 0.230], [-0.167, -0.182, -0.147], [-0.076, -0.129, 0.191], [0.044, -0.054, -0.145], [0.093, 0.249, -0.129], [0.010, 0.064, 0.165], [-0.060, -0.040, 0.164], [0.023, 0.012, 0.058], [-0.294, 0.123, -0.326], [0.232, -0.064, -0.007], [-0.048, -0.164, 0.099], [0.066, 0.331, 0.090]]
}